Computed, not measured: C35H37FN6O6S2Zr as an isolated structure, with the ωB97M-V functional and the def2-TZVPD basis.

Element x y z (Å)
Zr: -2.364 0.573 1.514
C: -4.959 2.643 1.946
C: -4.021 2.775 3.107
C: -4.451 3.558 4.204
C: -3.655 3.683 5.296
C: -2.377 3.078 5.307
C: -1.504 3.222 6.410
C: -0.262 2.661 6.364
C: 0.152 1.960 5.216
C: -0.665 1.798 4.122
S: -0.072 1.011 2.665
C: -1.975 2.348 4.176
N: -2.838 2.175 3.102
H: -5.604 3.518 1.904
H: -5.587 1.757 2.047
H: -4.441 2.564 0.991
H: -5.423 4.026 4.154
H: -3.975 4.259 6.156
H: -1.841 3.785 7.270
H: 0.419 2.763 7.198
H: 1.152 1.546 5.179
F: 3.979 -1.876 -0.961
C: 3.136 -1.016 -1.566
C: 1.932 -0.768 -0.988
C: 1.058 0.157 -1.575
C: -0.187 0.494 -0.926
O: -0.577 -0.082 0.126
C: -0.960 1.525 -1.532
C: -0.575 2.080 -2.705
N: 0.566 1.726 -3.340
C: 0.935 2.411 -4.565
C: -0.118 2.618 -5.609
C: 0.979 1.625 -5.844
C: 1.429 0.805 -2.760
C: 2.674 0.518 -3.343
C: 3.551 -0.374 -2.755
N: 4.806 -0.614 -3.355
C: 5.615 0.525 -3.767
C: 6.175 0.243 -5.161
N: 6.365 -1.257 -5.287
C: 6.806 -1.846 -3.975
C: 5.640 -1.755 -2.984
C: -2.132 1.793 -0.652
O: -3.165 1.096 -0.719
O: -1.858 2.405 0.429
H: 1.663 -1.245 -0.055
H: -1.153 2.846 -3.201
H: 1.663 3.198 -4.415
H: -0.098 3.555 -6.145
H: -1.104 2.217 -5.420
H: 1.754 1.870 -6.556
H: 0.709 0.579 -5.782
H: 2.940 0.993 -4.275
H: 6.427 0.702 -3.053
H: 5.025 1.436 -3.795
H: 7.146 0.703 -5.331
H: 5.492 0.531 -5.957
H: 7.032 -1.472 -6.028
H: 5.472 -1.675 -5.551
H: 7.673 -1.263 -3.670
H: 7.118 -2.873 -4.144
H: 6.065 -1.684 -1.980
H: 5.043 -2.664 -3.031
N: -2.797 -1.566 -0.035
N: -4.110 -2.013 0.181
C: -4.954 -1.099 0.832
O: -6.150 -1.199 0.826
O: -4.258 -0.202 1.499
H: -2.710 -1.123 -0.945
H: -2.142 -2.335 0.053
H: -4.562 -2.525 -0.564
C: -2.851 -2.305 5.214
S: -3.130 -2.031 3.480
O: -2.385 -0.691 3.267
C: -2.041 -3.234 2.781
C: -2.616 -4.409 2.317
C: -1.790 -5.379 1.765
C: -0.424 -5.151 1.671
C: 0.128 -3.958 2.123
C: -0.678 -2.981 2.688
H: -1.789 -2.184 5.419
H: -3.187 -3.316 5.444
H: -3.447 -1.579 5.763
H: -3.687 -4.562 2.372
H: -2.214 -6.307 1.405
H: 0.215 -5.912 1.242
H: 1.196 -3.792 2.047
H: -0.268 -2.035 3.028

## Properties
2S+1: 1
Total charge: +2
LUMO (eV): -5.10
Max |F| (eV/Å): 0.71
Kohn-Sham gap (eV): 5.947

=====

Computed, not measured: C35H37IN4O3Ti as an isolated structure, with the ωB97M-V functional and the def2-TZVPD basis.

Element x y z (Å)
Ti: -0.125 -0.087 -0.010
C: -4.072 2.157 1.047
C: -2.929 2.285 2.004
N: -3.032 3.157 2.991
C: -2.046 3.299 3.881
C: -0.900 2.529 3.888
C: 0.144 2.702 4.952
O: 1.426 2.626 4.332
C: -0.761 1.589 2.852
C: 0.223 0.543 2.920
N: 0.431 -0.344 1.994
C: 1.223 -1.489 2.367
C: 2.561 -1.330 2.703
C: 3.318 -2.437 3.054
C: 2.738 -3.698 3.060
C: 1.401 -3.855 2.728
C: 0.638 -2.749 2.380
I: -1.388 -2.988 1.960
C: -1.757 1.520 1.868
O: -1.575 0.725 0.808
H: -4.511 3.137 0.872
H: -3.758 1.719 0.102
H: -4.848 1.522 1.478
H: -2.194 4.063 4.635
H: -0.007 3.665 5.442
H: 0.036 1.921 5.715
H: 2.097 2.907 4.964
H: 0.737 0.406 3.867
H: 3.002 -0.340 2.684
H: 4.358 -2.314 3.324
H: 3.323 -4.564 3.336
H: 0.948 -4.836 2.754
C: -2.750 2.063 -2.829
C: -1.320 1.819 -2.418
C: -0.540 0.878 -3.124
C: -1.090 0.168 -4.328
C: 0.781 0.605 -2.744
C: 1.592 -0.404 -3.510
C: 1.342 1.293 -1.656
C: 2.812 1.197 -1.327
C: 0.545 2.193 -0.902
C: 1.180 2.957 0.238
C: -0.758 2.524 -1.352
C: -1.446 3.705 -0.727
H: -2.819 2.802 -3.631
H: -3.352 2.425 -2.000
H: -3.220 1.150 -3.190
H: -1.292 -0.884 -4.101
H: -0.366 0.181 -5.142
H: -2.006 0.612 -4.699
H: 2.095 0.061 -4.362
H: 0.966 -1.202 -3.905
H: 2.356 -0.865 -2.890
H: 3.007 0.640 -0.408
H: 3.224 2.197 -1.195
H: 3.371 0.718 -2.124
H: 1.785 3.781 -0.149
H: 1.851 2.332 0.829
H: 0.443 3.385 0.911
H: -1.590 3.593 0.346
H: -2.408 3.920 -1.178
H: -0.820 4.590 -0.865
O: 1.241 -1.236 -0.366
C: 1.527 -2.466 -0.826
C: 2.804 -2.991 -0.672
C: 3.075 -4.253 -1.168
C: 2.084 -4.992 -1.808
C: 0.816 -4.467 -1.954
C: 0.516 -3.191 -1.468
C: -0.806 -2.606 -1.591
N: -1.206 -1.409 -1.136
C: -2.563 -1.287 -1.401
C: -2.976 -2.404 -2.037
N: -1.866 -3.212 -2.149
H: 3.559 -2.405 -0.166
H: 4.067 -4.670 -1.055
H: 2.304 -5.979 -2.189
H: 0.064 -5.067 -2.451
H: -3.119 -0.416 -1.102
H: -3.940 -2.698 -2.413
H: -1.853 -4.129 -2.567

## Properties
2S+1: 1
Total charge: +2
LUMO (eV): -6.93
Max |F| (eV/Å): 0.84
Kohn-Sham gap (eV): 6.950

=====

Computed, not measured: C35H37IP2W as an isolated structure in a non-equilibrium geometry, with the ωB97M-V functional and the def2-TZVPD basis.

Element x y z (Å)
W: -2.320 -1.192 1.588
C: -2.614 -2.902 2.851
C: -1.379 -3.041 2.109
C: -1.332 -3.938 0.884
C: -1.741 -3.262 -0.438
C: -2.631 -2.048 -0.309
C: -3.886 -2.102 0.409
C: -4.361 -3.392 1.014
C: -3.854 -3.656 2.453
C: -0.706 -0.085 1.213
H: -2.505 -2.662 3.909
H: -0.444 -2.932 2.656
H: -1.882 -4.885 1.039
H: -0.283 -4.245 0.772
H: -0.836 -2.951 -0.981
H: -2.196 -4.008 -1.115
H: -2.543 -1.292 -1.085
H: -4.642 -1.364 0.129
H: -4.109 -4.256 0.364
H: -5.466 -3.375 1.059
H: -4.673 -3.420 3.151
H: -3.702 -4.745 2.583
H: -0.869 0.949 1.538
H: -0.691 -0.177 0.105
H: 0.244 -0.489 1.619
P: 1.908 0.657 0.765
P: -0.486 1.876 -0.970
C: 1.610 0.098 -0.912
C: 0.645 0.658 -1.688
C: 3.533 1.567 0.667
C: 4.516 1.193 -0.252
C: 5.811 1.713 -0.134
C: 6.107 2.631 0.877
C: 5.106 3.067 1.748
C: 3.806 2.579 1.609
C: 2.527 -0.944 1.480
C: 2.050 -2.193 1.054
C: 2.294 -3.336 1.824
C: 3.318 -3.303 2.787
C: 3.866 -2.076 3.148
C: 3.378 -0.890 2.602
C: 0.146 3.358 -1.898
C: 1.458 3.828 -1.668
C: 1.979 4.873 -2.436
C: 1.195 5.452 -3.440
C: -0.106 4.993 -3.687
C: -0.626 3.945 -2.906
C: -2.094 1.497 -1.766
C: -3.228 2.181 -1.279
C: -4.503 1.873 -1.754
C: -4.662 0.833 -2.679
C: -3.537 0.235 -3.250
C: -2.252 0.582 -2.819
H: 2.299 -0.659 -1.296
H: 0.622 0.517 -2.771
H: 4.282 0.479 -1.047
H: 6.587 1.383 -0.821
H: 7.123 3.006 0.984
H: 5.335 3.773 2.547
H: 3.008 2.970 2.248
H: 1.514 -2.279 0.103
H: 1.699 -4.234 1.634
H: 3.703 -4.214 3.238
H: 4.665 -2.031 3.892
H: 3.692 0.078 3.001
H: 2.083 3.357 -0.906
H: 2.997 5.235 -2.252
H: 1.596 6.276 -4.034
H: -0.720 5.432 -4.480
H: -1.635 3.584 -3.115
H: -3.094 2.971 -0.534
H: -5.366 2.445 -1.405
H: -5.667 0.514 -2.974
H: -3.644 -0.492 -4.059
H: -1.381 0.160 -3.325
I: -4.035 0.257 2.832

## Properties
2S+1: 3
Total charge: +2
⟨S²⟩: 2.02
LUMO (alpha / beta) (eV): -7.29 / -9.01
Max |F| (eV/Å): 2.97
Kohn-Sham gap (alpha / beta) (eV): 6.255 / 4.547

=====

Computed, not measured: C35H37N2O7S5W as an isolated structure in a non-equilibrium geometry, with the ωB97M-V functional and the def2-TZVPD basis.

Element x y z (Å)
W: 0.154 0.180 0.915
O: -0.804 1.311 -3.057
C: -0.146 1.530 -1.855
O: -0.761 0.921 -0.809
C: 1.333 1.121 -2.030
O: 1.695 0.128 -1.054
C: 1.279 -1.210 -1.423
C: 0.285 -1.517 -0.363
O: 2.514 -1.587 0.969
O: -0.807 -2.037 -0.428
H: -1.728 1.109 -2.861
H: 1.465 0.707 -3.027
H: 2.002 1.963 -1.903
H: 0.766 -1.229 -2.381
H: 2.147 -1.858 -1.452
C: -1.608 3.427 1.442
C: -0.762 2.268 1.848
C: 0.628 2.346 1.965
C: 1.353 3.643 1.711
C: 1.376 1.202 2.483
C: 2.888 1.238 2.500
C: 0.654 0.235 3.250
C: 1.405 -0.631 4.225
C: -0.734 0.133 3.097
C: -1.571 -0.820 3.911
C: -1.426 1.042 2.188
C: -2.893 0.855 1.892
H: -2.227 3.712 2.300
H: -2.282 3.158 0.631
H: -1.026 4.282 1.118
H: 1.433 3.881 0.651
H: 2.352 3.626 2.134
H: 0.804 4.454 2.186
H: 3.264 1.842 3.332
H: 3.269 1.666 1.576
H: 3.303 0.240 2.587
H: 1.601 -1.639 3.852
H: 0.836 -0.738 5.145
H: 2.361 -0.182 4.478
H: -2.318 -0.244 4.462
H: -0.977 -1.383 4.623
H: -2.097 -1.533 3.285
H: -3.138 -0.203 1.830
H: -3.146 1.302 0.935
H: -3.524 1.306 2.662
O: 4.479 -2.521 0.643
C: 3.344 -2.705 0.965
N: 2.778 -3.865 1.338
C: 1.470 -4.126 1.924
C: 0.598 -2.885 1.804
O: -0.531 -2.847 2.163
N: 1.105 -1.758 1.052
C: 1.635 -4.593 3.387
C: 2.673 -5.475 3.681
C: 2.855 -5.956 4.968
C: 1.995 -5.569 5.987
C: 0.944 -4.713 5.700
C: 0.761 -4.230 4.409
C: 0.741 -5.202 1.075
C: -0.390 -5.839 1.581
C: -1.040 -6.802 0.828
C: -0.568 -7.144 -0.435
C: 0.553 -6.510 -0.942
C: 1.204 -5.536 -0.192
H: 3.411 -4.644 1.294
H: 3.347 -5.827 2.907
H: 3.670 -6.641 5.170
H: 2.137 -5.944 6.993
H: 0.253 -4.422 6.482
H: -0.086 -3.591 4.203
H: -0.764 -5.588 2.567
H: -1.915 -7.295 1.233
H: -1.076 -7.900 -1.020
H: 0.930 -6.770 -1.922
H: 2.075 -5.047 -0.610
C: 0.372 4.122 -5.185
S: -0.222 5.582 -4.281
C: -1.581 4.872 -3.414
C: -1.516 3.985 -2.402
S: -0.048 3.469 -1.613
S: -3.059 3.427 -1.794
C: -4.093 4.389 -2.808
S: -5.715 4.352 -2.724
S: -3.180 5.371 -3.903
H: 1.443 4.255 -5.329
H: -0.125 4.050 -6.149
H: 0.186 3.226 -4.596

## Properties
2S+1: 1
Total charge: +1
LUMO (alpha / beta) (eV): -4.24 / -4.51
Max |F| (eV/Å): 1.96
Kohn-Sham gap (alpha / beta) (eV): 5.726 / 5.459